No. 1
Formula: C5H13N3O
Source: the OMol25 dataset
Level of theory: wB97M-V/def2-TZVPD

Computed properties:
SMILES = C/[N+]([O-])=N/NC(C)(C)C
gap between HOMO and LUMO = 10.03 eV
E_HOMO = -9.15 eV

Atoms and positions in Å:
1 H 3.22965 1.27276 0.91295
2 H -1.42092 -0.72718 -1.99243
3 H -0.37262 1.51707 0.54992
4 H -3.21690 -0.73621 -0.04862
5 H -2.17623 1.73823 0.80100
6 H 0.10372 -1.71207 -0.06814
7 O 2.75369 -1.40033 -0.47581
8 H -2.12667 0.68254 -1.56217
9 C -1.18712 0.11679 -1.38780
10 C -1.15242 -0.26781 0.09408
11 H -2.11757 -2.16798 0.13300
12 H -1.12880 0.76667 1.89162
13 H 3.28620 1.52457 -0.85526
14 N 1.35290 0.18549 0.28613
15 H 4.49592 0.38795 0.01950
16 N 0.09258 -0.85184 0.51717
17 H -0.23131 0.67951 -1.52066
18 C 3.48917 0.78846 -0.00855
19 C -2.33551 -1.19240 0.48695
20 C -1.25080 1.07697 0.87798
21 N 2.44650 -0.25075 -0.15264
22 H -2.53346 -1.43044 1.50177

natural (NBO) population analysis, charges in e, atoms 1 to 4: H 0.23; H 0.21; H 0.22; H 0.21

---

No. 2
Formula: C5H13N3O
Source: the OMol25 dataset
Level of theory: wB97M-V/def2-TZVPD

Computed properties:
SMILES = C[C@H]1[C@@H]([O-])[N@@+](C)(N)N1C
gap between HOMO and LUMO = 8.93 eV
E_HOMO = -8.13 eV

Atoms and positions in Å:
1 N 0.68482 1.07342 1.67053
2 N 0.14330 1.06721 0.37335
3 H -1.43879 -0.55227 -1.64980
4 H -0.48213 -2.33080 0.66393
5 C 1.60843 -0.78941 -0.66490
6 H 1.25191 2.73476 -0.29197
7 H -2.16324 0.97667 0.06509
8 O -1.62335 -0.25974 1.59332
9 H -0.22409 2.35770 -1.20741
10 C -0.85948 -0.72576 -0.73698
11 C -1.45876 0.23341 0.48330
12 N 0.38154 -0.05110 -0.82655
13 H -0.43086 -2.82848 -1.04527
14 H -1.97240 -2.48816 -0.25721
15 H 2.44390 -0.09231 -0.72800
16 H 1.67331 0.83830 1.65775
17 C -0.92804 -2.18628 -0.31806
18 H -0.34119 3.08810 0.41566
19 H 0.18013 0.37814 2.22728
20 H 1.69030 -1.49523 -1.49433
21 H 1.64777 -1.34096 0.28450
22 C 0.21691 2.39278 -0.21424

natural (NBO) population analysis, charges in e, atoms 1 to 4: N -0.64; N -0.08; H 0.18; H 0.22

---

No. 3
Formula: C5H13N3O
Source: the OMol25 dataset
Level of theory: wB97M-V/def2-TZVPD

Computed properties:
SMILES = CC(C)(C)N(N)C(N)=O
gap between HOMO and LUMO = 9.97 eV
E_HOMO = -9.25 eV

Atoms and positions in Å:
1 H -1.34009 0.42435 -2.37783
2 H 2.18602 0.24920 -1.05724
3 H -1.27865 1.60484 -1.05971
4 C 0.06260 -0.07126 -0.81737
5 C -0.70843 -0.46231 1.53382
6 H -1.15798 -0.72828 3.46801
7 C 0.12032 -1.55856 -1.15970
8 H 0.38858 1.87196 1.74198
9 N -0.60126 -0.12891 2.87835
10 H 1.23128 0.46510 -2.52993
11 H 0.30884 0.08420 3.25627
12 C -1.24864 0.54468 -1.30022
13 H 1.21440 1.70697 -1.27876
14 H -2.08844 0.05033 -0.82015
15 H 1.03107 -2.00434 -0.76634
16 H -0.74197 -2.08402 -0.76227
17 O -1.57019 -1.23177 1.14550
18 H 0.09174 -1.68566 -2.24002
19 C 1.25251 0.63699 -1.45588
20 N 0.16473 0.16826 0.70609
21 H 1.73856 0.91055 1.72167
22 N 0.94502 1.23769 1.17374

natural (NBO) population analysis, charges in e, atoms 1 to 4: H 0.21; H 0.21; H 0.20; C 0.16

---

No. 4
Formula: C5H13N3O2
Source: the OMol25 dataset
Level of theory: wB97M-V/def2-TZVPD

Computed properties:
gap between HOMO and LUMO = 5.50 eV
E_HOMO = -5.27 eV

Atoms and positions in Å:
1 O 3.46309 -0.15493 -1.03520
2 H 1.45005 0.73955 -0.37262
3 C 3.99593 -0.03700 1.33534
4 H -2.89928 0.42855 -1.41106
5 C 3.15620 0.16428 0.07946
6 H -0.70288 0.92285 -2.32689
7 C -2.29564 -0.88730 0.05285
8 H -1.82485 1.84066 -1.56004
9 H -3.58155 -2.37694 0.53557
10 H -0.14878 1.31213 0.77789
11 N -1.00834 -0.54170 0.08422
12 H 5.05202 -0.05265 1.10053
13 H -0.47251 -1.18424 0.66079
14 O 2.01011 0.76447 0.47701
15 C -0.52295 0.76674 -0.06959
16 H 3.79183 0.73187 2.05236
17 C -0.77709 1.45452 -1.37632
18 H 3.77003 -1.06437 1.64708
19 H -0.29225 2.44727 -1.33580
20 N -2.61467 -2.11031 0.63207
21 N -3.17912 -0.26628 -0.73974
22 H -2.32374 -2.12737 1.60213
23 H -4.04561 -0.76983 -0.81003

natural (NBO) population analysis, charges in e, atoms 1 to 4: O -0.61; H 0.51; C -0.73; H 0.44

---

No. 5
Formula: C5H13N3O2S
Source: the OMol25 dataset
Level of theory: wB97M-V/def2-TZVPD

Computed properties:
SMILES = N=[S@@](N)(=O)O.C[C@H]1CCC=N1
gap between HOMO and LUMO = 10.13 eV
E_HOMO = -9.36 eV

Atoms and positions in Å:
1 N -0.24649 0.57419 0.29420
2 H -2.07742 0.45072 1.03471
3 H 2.34606 2.13671 -0.92698
4 S -0.40217 -2.86932 -1.29468
5 O 0.55115 -1.66985 -1.02773
6 H 0.61273 2.50615 -1.32485
7 C 0.53317 2.66556 1.14512
8 O -0.22108 -3.30687 -2.64830
9 H 0.47598 3.42595 0.41247
10 C 0.90468 1.41314 0.45575
11 H 1.29729 0.70364 -1.35814
12 H 0.13127 -0.85349 -0.55058
13 C -0.90989 2.37137 1.61827
14 H -0.94438 2.01313 2.56389
15 H 1.28024 2.89978 1.94187
16 N 0.33102 -4.10710 -0.38334
17 H -1.56455 3.19702 1.56242
18 H -2.38063 -3.33709 -1.08404
19 N -1.81225 -2.54490 -0.72053
20 C -1.19774 1.03025 0.99635
21 H 1.59078 0.77719 0.98442
22 C 1.34558 1.75538 -0.95837
23 H -0.29996 -4.51561 0.32021
24 H 0.65661 -4.71594 -1.05212

natural (NBO) population analysis, charges in e, atoms 1 to 4: N -0.44; H 0.21; H 0.21; S 2.34

---

No. 6
Formula: C5H13N3O4S
Source: the OMol25 dataset
Level of theory: wB97M-V/def2-TZVPD

Computed properties:
SMILES = CCCCCN([N+](=O)[O-])S(N)(=O)=O
gap between HOMO and LUMO = 11.04 eV
E_HOMO = -10.66 eV

Atoms and positions in Å:
1 C 0.46275 0.18876 -0.32650
2 H -0.53145 0.81610 1.49960
3 H 0.49306 -0.95078 -0.64254
4 C -0.67155 0.17337 0.70038
5 C 4.27233 0.02180 0.36035
6 N -3.52490 -1.19864 -1.45517
7 H 1.76314 1.45958 0.71441
8 H -4.04720 -2.02464 -1.63012
9 N -2.63097 1.39432 -0.07425
10 C 2.92591 0.03425 -0.37589
11 H -0.62122 -0.69733 1.42895
12 O -3.62139 1.38296 -0.72787
13 H 1.68243 -0.12067 1.39512
14 S -3.16973 -1.08212 0.11026
15 H -3.77472 -0.29055 -1.79079
16 H 4.12973 -0.53520 1.28632
17 O -2.13989 2.29320 0.51568
18 H 2.91615 -0.85599 -0.93600
19 H 4.72492 0.94436 0.60526
20 O -2.57510 -2.28708 0.53426
21 O -4.23390 -0.58685 0.88476
22 N -1.94038 0.22808 0.02826
23 H 5.11800 -0.46740 -0.21283
24 H 0.16528 0.98998 -1.04371
25 H 3.02951 0.75575 -1.31358
26 C 1.79920 0.41474 0.46563

natural (NBO) population analysis, charges in e, atoms 1 to 4: C -0.39; H 0.23; H 0.21; C -0.27

---

No. 7
Formula: C5H13NO
Source: the OMol25 dataset
Level of theory: wB97M-V/def2-TZVPD

Computed properties:
net charge = -1
expectation value of S² = 0.75
multiplicity = 2
gap between HOMO and LUMO (alpha / beta) = 3.55 / 7.68 eV
E_HOMO (alpha / beta) = 0.45 / -3.72 eV

Atoms and positions in Å:
1 C 0.79779 2.24206 -1.50391
2 H -3.20170 -0.86815 1.82160
3 H 1.89888 -0.48074 0.32643
4 H 1.41460 2.98638 -0.98784
5 H -0.12504 -2.36658 1.72124
6 H -0.88429 0.74803 0.68772
7 N -0.47489 -1.18714 -0.01168
8 C 1.30565 0.43253 0.21667
9 C 1.27289 0.81683 -1.27002
10 H 0.69793 2.48241 -2.56060
11 H 1.83698 1.15957 0.84631
12 O -3.59099 -1.47794 1.19321
13 H -0.57011 -3.29699 0.17450
14 C -0.35987 -2.34176 0.64479
15 H 2.31655 0.73108 -1.61938
16 H -2.84084 -1.76621 0.68000
17 C -0.08466 -0.00770 0.72936
18 H 0.73525 0.08773 -1.86583
19 H -0.16887 2.41334 -1.01036
20 H 0.02474 -0.30675 1.78779

natural (NBO) population analysis, charges in e, atoms 1 to 4: C -0.61; H 0.45; H 0.20; H 0.18

---

No. 8
Formula: C5H13NO
Source: the OMol25 dataset
Level of theory: wB97M-V/def2-TZVPD

Computed properties:
net charge = -1
expectation value of S² = 0.75
multiplicity = 2
gap between HOMO and LUMO (alpha / beta) = 2.38 / 9.46 eV
E_HOMO (alpha / beta) = 1.19 / -5.97 eV

Atoms and positions in Å:
1 H -1.80940 1.52657 -0.23715
2 H -3.17210 0.87134 0.60297
3 H -1.81997 -1.21647 -0.36943
4 C 0.01400 -0.71011 0.61554
5 H 4.41864 2.99359 -2.11732
6 N -2.26427 -1.12244 1.65694
7 C 2.14294 -1.43022 -0.63462
8 H -3.07292 -1.44811 1.22600
9 H -1.64674 1.46086 1.41259
10 H 2.48211 -2.20583 -1.31566
11 H 0.12912 -1.74190 -1.34256
12 C -1.50929 -0.53072 0.55065
13 C 0.78062 -1.38959 -0.58515
14 O 3.63148 3.49947 -2.37125
15 C -2.09078 0.84377 0.56427
16 H -2.46993 -0.42150 2.32676
17 H 2.57125 -0.83485 0.08785
18 H 0.40755 0.30061 0.74293
19 H 0.33036 -1.22406 1.63868
20 H 2.94733 2.77957 -2.45204

natural (NBO) population analysis, charges in e, atoms 1 to 4: H 0.21; H 0.20; H 0.17; C -0.52

---

Across the entries above, E takes the values -437.64108; -437.68492; -437.82470; -512.95881; -911.16066; -1061.53599; -328.23386; -328.16803 hartree, respectively.
Across the entries above, energy above the lowest of the compared OMol25 structures with the same formula, charge and spin takes the values 5.796; 4.603; 0.800; 3.714; 0.000; 3.500; 1.062; 2.853 eV, respectively.